# 1
Below is one molecule with the formula C4H12P2 in a non-equilibrium geometry, with properties calculated with wB97M-V/def2-TZVPD.

```
18
Properties=species:S:1:pos:R:3:forces:R:3:mulliken_charge:R:1
C -0.41186 -1.84782 -0.69647 3.8209 2.6026 -0.4689 -0.917
C -0.72077 0.22523 1.34582 1.0754 2.8326 -2.3051 -1.407
C -0.52399 -0.38198 -1.18437 -1.5281 -0.4926 2.5343 -1.120
C 0.02817 0.56934 -0.08144 -1.2699 0.3078 -0.0955 0.241
P 1.91074 0.48462 0.05603 -1.0203 1.4444 -1.0330 0.111
P -0.44860 2.39625 -0.62955 0.4830 -1.4334 -0.7041 -0.045
H -1.10042 -1.97000 0.09082 -0.1165 -0.6505 1.2782 0.250
H 0.75978 -1.85861 -0.51761 -2.4043 -0.5814 0.8871 0.167
H -0.44052 -2.61740 -1.38982 -0.9296 -1.2039 -1.7425 0.409
H -0.45955 1.09913 2.01231 -0.9552 -0.8054 -0.5045 0.445
H -0.09269 -0.54923 1.69218 -0.2399 -1.4540 0.7352 0.485
H -1.81313 0.04748 1.13252 1.2341 0.0630 0.7539 0.307
H -0.04197 -0.20221 -2.06582 1.6306 0.2590 -2.4313 0.531
H -1.55740 -0.08662 -1.38271 -0.2448 -0.1325 0.1540 0.438
H 1.88763 1.34968 1.18074 0.3741 -0.5120 0.2406 0.027
H 1.99105 -0.76036 0.61863 0.2121 -0.7265 1.0507 -0.012
H 0.56917 2.84883 0.14816 0.6751 1.0330 1.0546 0.034
H 0.46963 2.60143 -1.76963 -0.7969 -0.5503 0.5960 0.057
```
Forces are in eV/Å.

As for the energy: -842.21341 a.u. As for the HOMO energy: -0.3423 Eh. As for the SMILES: CCC(C)(P)P. Its molar mass is 122.088 g mol⁻¹. For the orbital gap, the calculation gives 10.230 eV.

=====

# 2
Below is a 2-piece molecular cluster, C4H12S overall in a non-equilibrium geometry, with properties calculated with wB97M-V/def2-TZVPD.

```
17
Properties=species:S:1:pos:R:3:forces:R:3:mulliken_charge:R:1
C -1.56180 -0.16121 0.50267 -0.4916 0.3541 -0.1170 -0.467
C -2.96609 -0.69597 0.25341 0.1224 -0.7291 -0.3296 -1.072
H -1.36255 0.68160 -0.15988 0.1145 0.0112 0.0266 0.261
H -1.51470 0.19826 1.52932 0.3076 -0.0141 0.0719 0.294
H -0.79182 -0.90491 0.32188 0.0445 -0.1173 0.1139 0.070
H -3.18256 -1.54914 0.90143 -0.1182 0.2525 0.2474 0.301
H -3.07966 -1.11706 -0.74928 0.0861 0.2798 -0.1092 0.313
H -3.71933 0.07777 0.37852 -0.0789 -0.0266 0.1186 0.308
C 1.89657 1.69397 0.00075 -0.7822 0.6088 0.3765 -0.853
C 2.12131 -0.93433 -0.75519 0.8922 0.2318 0.7229 -0.849
S 1.67661 0.69464 -1.44779 0.4363 -0.9788 -0.0972 -0.075
H 2.90172 1.84726 0.38086 0.2635 -0.1866 -0.3130 0.350
H 1.47514 2.65178 -0.30617 0.1420 0.1879 0.2393 0.293
H 1.27106 1.32035 0.80993 -0.0278 -0.0119 0.0737 0.258
H 2.67660 -0.81455 0.18500 -0.2404 0.4419 -0.0674 0.264
H 2.88129 -1.42571 -1.36056 -0.5214 -0.2164 -0.4600 0.367
H 1.27819 -1.56274 -0.48490 -0.1487 -0.0873 -0.4976 0.238
```
Forces are in eV/Å.

As for the energy: -557.76106 a.u. As for the HOMO energy: -0.3144 Eh. As for the SMILES: CSC.CC. Its molar mass is 92.207 g mol⁻¹. For the orbital gap, the calculation gives 9.549 eV.

=====

# 3
Below is a 2-piece molecular cluster, C4H12S overall in a non-equilibrium geometry, with properties calculated with wB97M-V/def2-TZVPD.

```
17
Properties=species:S:1:pos:R:3:forces:R:3:mulliken_charge:R:1
C -0.35089 0.30603 2.94224 0.4578 -0.2392 0.4306 -0.640
C -0.91352 -1.10756 3.10321 0.9942 -0.1682 -0.6849 -0.808
H -0.32156 0.58875 1.89165 -0.5318 0.3585 0.0340 0.098
H 0.69833 0.35865 3.23591 0.0900 -0.2359 0.1757 0.277
H -0.85749 1.01833 3.60063 -0.1492 0.0889 -0.5030 0.273
H -0.39132 -1.76651 2.39535 -0.1829 0.0924 -0.0187 0.250
H -0.66340 -1.54660 4.07096 -0.5712 0.2244 0.1433 0.282
H -1.96627 -1.14310 2.83330 -0.1056 -0.1203 0.4130 0.270
C 1.18989 -0.18178 -2.54874 0.9828 0.3592 -0.8612 -1.184
C 0.32567 1.04745 -2.37363 -0.6717 0.1991 0.0740 -0.153
S -1.24193 0.91085 -3.34974 0.4392 -0.0779 0.4062 -0.224
H 1.84644 0.00279 -3.40436 -0.3628 -0.3658 -0.3760 0.328
H 0.67016 -1.12761 -2.67642 -0.2425 0.1195 0.0071 0.355
H 1.92677 -0.32926 -1.78468 0.1163 0.0889 0.9780 0.332
H 0.11554 1.26653 -1.33453 -0.4602 -0.3071 0.2588 0.155
H 0.79239 1.95689 -2.72389 0.4715 0.0112 -0.2683 0.289
H -0.85880 -0.25384 -3.87726 -0.2738 -0.0276 -0.2086 0.102
```
Forces are in eV/Å.

As for the energy: -557.75673 a.u. As for the HOMO energy: -0.3312 Eh. As for the SMILES: CCS.CC. Its molar mass is 92.207 g mol⁻¹. For the orbital gap, the calculation gives 9.881 eV.

=====

# 4
Below is a 2-piece molecular cluster, C4H12S overall in a non-equilibrium geometry, with properties calculated with wB97M-V/def2-TZVPD.

```
17
Properties=species:S:1:pos:R:3:forces:R:3:mulliken_charge:R:1
C -2.74127 0.77929 0.71193 0.4551 -0.2377 -0.4045 -0.510
C -3.35901 -0.34441 1.52191 -0.7617 0.4834 0.4675 -0.901
H -1.77921 0.47430 0.29058 -0.0505 0.0041 0.0580 -0.057
H -3.34594 1.07000 -0.14730 -0.1943 -0.0216 0.1048 0.318
H -2.56856 1.66489 1.31488 -0.0087 0.1380 0.1247 0.291
H -4.29529 -0.00693 1.97069 -0.2075 0.0613 -0.1735 0.291
H -3.60937 -1.22012 0.93199 0.2567 -0.1673 -0.0534 0.286
H -2.77588 -0.60603 2.39943 0.4494 -0.2813 -0.1594 0.282
C 1.20351 0.76210 0.48162 0.5533 0.1240 0.8128 -0.638
C 2.50220 -0.12124 -1.79376 -0.3949 0.3263 0.0305 -0.847
S 1.29724 -0.68651 -0.57358 -0.0091 -0.1273 -0.0807 -0.064
H 1.87360 0.64764 1.34761 -0.1556 -0.0037 -0.2609 0.296
H 1.52286 1.66477 -0.03704 -0.2739 -0.0144 -0.1668 0.264
H 0.19638 0.87686 0.87535 -0.0108 0.0742 -0.1745 0.117
H 2.81615 -1.00416 -2.33559 0.3355 -0.0568 -0.0320 0.293
H 3.32995 0.42970 -1.34700 0.1254 -0.4005 0.0945 0.291
H 2.01854 0.55113 -2.49342 -0.1086 0.0995 -0.1870 0.289
```
Forces are in eV/Å.

As for the energy: -557.76344 a.u. As for the HOMO energy: -0.3098 Eh. As for the SMILES: CSC.CC. Its molar mass is 92.207 g mol⁻¹. For the orbital gap, the calculation gives 9.498 eV.

=====

# 5
Below is a 2-piece molecular cluster, C4H12S2 overall in a non-equilibrium geometry, with properties calculated with wB97M-V/def2-TZVPD.

```
18
Properties=species:S:1:pos:R:3:forces:R:3:mulliken_charge:R:1
S -1.84261 1.40253 -0.53969 0.0393 -0.6727 -0.9754 -0.040
C -1.08327 0.55605 -2.08845 -0.1988 0.5691 0.7507 -0.777
C -2.95411 2.67983 -1.25227 0.6696 0.0529 -1.1303 -0.789
H -1.80149 0.29731 -2.88458 0.0107 0.2268 0.6007 0.338
H -0.64297 -0.37576 -1.69540 -0.2311 0.4343 -0.1095 0.197
H -0.27740 1.16829 -2.52701 -0.4014 -0.1385 0.3068 0.278
H -3.72515 3.12316 -0.59991 0.6004 -0.6430 0.1498 0.302
H -3.45137 2.22329 -2.12457 0.0662 0.2971 0.3693 0.230
H -2.28892 3.48464 -1.60782 -0.5336 -0.1450 0.0483 0.263
S 3.01064 -0.87617 1.74232 -0.5272 -1.3858 -0.0315 -0.071
C 1.53552 -0.79951 0.66128 -0.4797 0.0292 0.3990 -0.829
C 2.53681 -2.41856 2.71225 0.0836 0.7232 0.0482 -0.814
H 0.69765 -0.51500 1.31979 0.1313 -0.0858 -0.4898 0.296
H 1.30067 -1.76989 0.19243 0.3050 0.3347 0.2086 0.305
H 1.63291 -0.03973 -0.13235 0.2281 -0.2728 0.4883 0.282
H 2.42590 -3.34320 2.12119 0.1833 0.6148 -0.0871 0.273
H 1.59086 -2.22663 3.24605 0.3982 -0.0466 -0.2045 0.266
H 3.33629 -2.57069 3.45675 -0.3437 0.1081 -0.3416 0.288
```
Forces are in eV/Å.

As for the energy: -955.93592 a.u. As for the HOMO energy: -0.3126 Eh. As for the SMILES: CSC.CSC. Its molar mass is 124.274 g mol⁻¹. For the orbital gap, the calculation gives 9.457 eV.

=====

# 6
Below is a 2-piece molecular cluster, C4H12S2 overall in a non-equilibrium geometry, with properties calculated with wB97M-V/def2-TZVPD.

```
18
Properties=species:S:1:pos:R:3:forces:R:3:mulliken_charge:R:1
C 2.83620 -0.58235 0.49912 -3.3050 2.5866 -2.8828 -0.683
S 2.95616 1.37935 -0.17378 0.4754 -2.2817 -0.0302 -0.066
S 2.12080 1.27253 -2.09111 -1.7343 1.3119 1.3037 -0.204
H 2.50502 -1.15401 -0.42753 0.0242 0.9235 1.3191 0.222
H 2.04429 -0.34393 1.21390 0.0416 -0.8703 -0.2002 0.140
H 3.61682 -1.10986 0.91008 2.4126 -0.2332 0.9571 0.411
H 0.87190 2.01467 -1.79828 2.0512 -1.4474 -0.4496 0.157
C -1.92292 -0.01429 -1.14936 -0.6192 0.7547 4.8318 -1.035
C -1.15227 -0.71065 0.14626 -3.2459 0.8501 0.3004 -0.160
C -1.23619 0.18167 1.43064 0.6129 1.6302 -0.9905 -1.225
H -2.94965 0.04799 -0.63910 1.1294 0.5862 -1.2935 0.259
H -2.01477 -0.71545 -1.87121 -0.2144 -2.3666 -2.3634 0.364
H -1.62650 0.92715 -1.65174 0.2306 -0.3481 1.0100 0.261
H -0.21958 -1.13934 -0.05806 1.6376 -0.0753 -0.3511 0.296
H -1.81242 -1.59265 0.40751 0.6328 0.7009 -0.6244 0.227
H -0.77108 -0.14215 2.38779 0.2097 0.0740 -1.0255 0.311
H -1.00804 1.25443 1.15825 0.9805 -1.0337 0.4155 0.285
H -2.23779 0.42689 1.70661 -1.3199 -0.7617 0.0737 0.441
```
Forces are in eV/Å.

As for the energy: -955.88352 a.u. As for the HOMO energy: -0.3231 Eh. As for the SMILES: CCC.CSS. Its molar mass is 124.274 g mol⁻¹. For the orbital gap, the calculation gives 9.231 eV.

=====

# 7
Below is a 2-piece molecular cluster, C4H12S2 overall in a non-equilibrium geometry, with properties calculated with wB97M-V/def2-TZVPD.

```
18
Properties=species:S:1:pos:R:3:forces:R:3:mulliken_charge:R:1
C 1.49411 -2.20721 2.34910 -0.1132 0.0759 0.0110 -1.017
C 1.00513 -1.42224 1.11709 1.2929 -0.8259 0.1890 -0.348
S -0.68342 -1.64476 0.57702 0.1706 -0.3344 -0.7161 -0.232
H 2.57693 -2.25045 2.26700 0.2022 -0.2106 0.0174 0.308
H 1.30855 -1.85363 3.36464 -0.4784 0.4215 -0.2499 0.322
H 1.08509 -3.21131 2.27377 0.1149 -0.1745 0.0956 0.296
H 1.55049 -1.96665 0.34218 -0.2056 0.1877 -0.4121 0.224
H 1.44063 -0.42589 1.05468 -0.5800 0.2870 0.1905 0.347
H -1.32405 -1.04983 1.54094 -0.4448 0.5303 0.9724 0.098
C -0.53315 2.54593 -1.30668 -1.9656 -0.7034 0.8825 -1.102
C -1.51549 1.38265 -1.53411 0.0829 -0.8996 -0.5164 -0.304
S -0.91669 0.08700 -2.75087 -0.5773 0.7216 0.7678 -0.203
H 0.42797 2.24488 -0.91138 0.2826 -0.0579 -0.3301 0.314
H -0.52527 3.15539 -2.21581 0.4103 0.0506 0.3957 0.356
H -1.08384 3.04012 -0.48087 0.6897 0.5980 -0.4656 0.310
H -2.46746 1.80233 -1.84470 -0.0317 0.0311 -0.5133 0.367
H -1.78635 0.79926 -0.65963 0.4890 0.1408 0.4214 0.176
H -0.05318 0.97443 -3.18235 0.6614 0.1620 -0.7397 0.090
```
Forces are in eV/Å.

As for the energy: -955.93424 a.u. As for the HOMO energy: -0.3198 Eh. As for the SMILES: CCS.CCS. Its molar mass is 124.274 g mol⁻¹. For the orbital gap, the calculation gives 9.560 eV.

=====

# 8
Below is an isolated ion of composition C4H13BN and charge +1 in a non-equilibrium geometry, with properties calculated with wB97M-V/def2-TZVPD.

```
19
Properties=species:S:1:pos:R:3:forces:R:3:mulliken_charge:R:1
B 1.11927 -0.02203 0.60259 -3.1189 -1.8543 0.5398 0.092
C -1.09037 0.83165 2.18243 1.8218 -4.2683 -1.9520 -0.989
C 0.32053 0.70725 -0.85352 -0.6027 0.6921 1.7269 -0.878
C 0.38167 -0.36004 -1.90676 1.3078 0.6353 -0.1826 -0.468
C 0.23328 0.85299 1.40182 -2.3708 1.3719 0.3538 0.079
N -0.31145 -1.54496 -1.38388 -1.1120 -4.7182 3.1560 -0.366
H 0.87226 -1.21205 0.95381 0.1707 0.2945 -0.9682 -0.145
H 2.14463 0.32031 0.69657 3.4058 0.7826 -0.3511 -0.101
H -1.46955 -0.26498 2.11488 0.3720 1.8382 0.6575 0.237
H -1.78876 1.45504 1.68663 -0.6866 1.0576 0.1082 0.359
H -0.78398 1.08237 3.18440 -0.3803 0.3638 0.5641 0.381
H -0.74453 0.96174 -0.64039 0.5867 0.1706 -0.4311 0.348
H 0.87261 1.62460 -1.18111 -0.5215 -0.8988 0.4300 0.321
H -0.26384 -0.06639 -2.75975 1.3273 -0.0762 -0.1312 0.357
H 1.53345 -0.46831 -1.98905 -2.2142 -0.7110 -0.9326 0.316
H 0.45004 1.87510 1.22312 0.6587 1.3144 0.2279 0.428
H -0.09952 -1.65447 -0.27778 -0.2736 1.1552 -1.9773 0.208
H 0.01358 -2.58465 -1.57763 -0.6075 2.7277 -0.7676 0.417
H -1.38930 -1.53317 -1.47639 2.2374 0.1232 -0.0703 0.402
```
Forces are in eV/Å.

As for the energy: -239.41370 a.u. As for the HOMO energy: -0.5425 Eh. Its molar mass is 85.967 g mol⁻¹. The net charge is +1. For the orbital gap, the calculation gives 10.547 eV.